Density functional theory data (ωB97M-V/def2-TZVPD) for C8H22CsN2O6S as an isolated structure in a non-equilibrium geometry.

Computed properties:
total charge = -1
E_LUMO = 0.41 eV
calculated total energy = -1297.17379 a.u.
strongest force on any atom = 3.358 eV/A

The geometry in XYZ format:
```
40
Properties=species:S:1:pos:R:3:lowdin_charge:R:1
Cs 1.037 -1.884 4.781 0.83
S -4.161 -1.445 5.781 0.08
O -3.643 -0.835 4.552 -0.50
O -3.140 -2.169 6.554 -0.50
O -4.671 -0.267 6.477 -0.46
O -5.288 -2.349 5.427 -0.48
C 3.661 3.567 -0.076 -0.07
C 2.293 3.368 0.537 -0.44
C 1.172 2.923 -0.458 -0.18
O 0.700 3.992 -1.229 -0.21
C 0.370 3.844 -2.587 -0.10
N 2.417 2.404 1.621 0.02
H 4.322 3.952 0.700 0.07
H 3.653 4.393 -0.787 0.08
H 4.055 2.655 -0.524 0.08
H 2.056 4.324 1.004 0.13
H 0.317 2.555 0.110 0.12
H 1.545 2.182 -1.165 0.12
H -0.263 2.964 -2.695 0.08
H 1.291 3.671 -3.145 0.08
H -0.144 4.728 -2.965 0.09
H 3.122 2.670 2.294 0.06
H 1.558 2.503 2.145 0.07
C -0.417 -4.250 -0.549 -0.05
C -1.082 -2.833 -0.543 -0.43
C -1.099 -2.274 -1.977 -0.21
O 0.276 -2.169 -2.324 -0.21
C 0.486 -1.752 -3.678 -0.11
N -2.421 -3.019 -0.056 0.04
H -0.316 -4.702 0.438 0.07
H 0.502 -4.389 -1.119 0.07
H -1.137 -4.894 -1.054 0.08
H -0.582 -2.061 0.042 0.13
H -1.533 -1.277 -2.050 0.12
H -1.674 -2.940 -2.621 0.12
H 0.089 -2.458 -4.407 0.08
H 1.574 -1.708 -3.720 0.09
H 0.022 -0.813 -3.981 0.08
H -2.532 -2.372 0.711 0.08
H -2.417 -3.837 0.536 0.07
```

Density functional theory data (ωB97M-V/def2-TZVPD) for C8H22CuNO2P as an isolated structure in a non-equilibrium geometry.

Computed properties:
multiplicity = 2
<S²> = 0.753
E_LUMO (spin up / spin down) = 0.67 / 0.65 eV
calculated total energy = -2504.85574 a.u.
strongest force on any atom = 3.832 eV/A

The geometry in XYZ format:
```
35
Properties=species:S:1:pos:R:3:lowdin_charge:R:1
Cu -0.633 -0.173 0.422 -0.04
H 0.224 -1.252 -2.346 0.02
H -0.419 -0.975 -2.615 0.02
P -2.423 1.544 -0.536 0.68
C -3.868 0.645 0.096 -0.28
H -4.780 1.220 -0.132 0.04
H -3.961 -0.346 -0.366 0.04
H -3.807 0.513 1.183 0.04
C -2.535 3.217 0.143 -0.25
H -1.689 3.831 -0.203 0.04
H -3.490 3.684 -0.156 0.05
H -2.501 3.159 1.243 0.05
C -2.656 1.556 -2.336 -0.27
H -2.757 0.509 -2.661 0.04
H -3.550 2.130 -2.613 0.04
H -1.754 1.988 -2.798 0.04
C -1.645 -1.550 0.874 -0.22
O -2.257 -2.461 1.229 0.08
H -1.012 1.067 -0.675 -0.11
H -1.241 0.538 1.626 -0.04
C 4.559 -1.568 0.824 -0.04
N 3.115 -1.683 0.868 -0.15
C 2.520 -2.909 1.359 -0.03
C 2.270 -0.719 0.488 -0.44
C 2.759 0.605 -0.010 0.01
O 1.044 -1.035 0.570 -0.16
H 4.953 -2.507 1.198 0.08
H 4.903 -0.753 1.472 0.10
H 4.908 -1.415 -0.205 0.10
H 1.903 -2.699 2.249 0.11
H 1.893 -3.370 0.578 0.10
H 3.324 -3.596 1.633 0.08
H 2.356 0.747 -1.024 0.09
H 2.394 1.385 0.677 0.10
H 3.855 0.674 -0.054 0.07
```